1.
Molecular formula: C5H16Si2
Method: DFT, the ωB97M-V functional and the def2-TZVPD basis

Positions of all 23 atoms, in Å:
C1 -0.529972 0.551634 1.153519
C2 2.006272 0.706091 0.541279
C3 0.364343 1.776264 -0.822848
C4 0.432121 -0.641043 -0.944870
C5 0.583178 0.559669 -0.012777
Si1 1.130240 -2.243301 -0.118983
Si2 -4.333726 0.384866 -0.107769
H1 -0.687149 -0.388520 1.628458
H2 -1.421128 0.850327 0.575277
H3 -0.098794 1.329751 1.980035
H4 2.759549 0.201846 -0.061207
H5 2.213054 1.786653 0.543549
H6 1.987796 0.362872 1.686722
H7 -0.411856 2.384897 -0.303139
H8 1.300086 2.181049 -1.062681
H9 -0.153145 1.461103 -1.811494
H10 -0.633262 -0.875668 -1.000967
H11 0.915571 -0.505540 -1.925462
H12 1.892788 -3.190140 -1.015658
H13 1.746821 -2.436136 1.230352
H14 -0.184900 -2.967721 -0.015240
H15 -5.079265 -0.684135 0.969326
H16 -3.798631 -0.604818 -1.105433

Forces on atoms 1 to 6 (eV/Å):
C 2.5527 2.1520 -0.4242
C -0.6566 -0.1856 3.1490
C -3.8104 -0.1447 -2.0727
C 1.0430 -1.1387 1.4426
C -0.1249 -0.8636 1.0433
Si -1.2715 -1.5632 -0.6500

## Properties
Relative energy (zero: lowest compared OMol25 entry of this formula, charge and spin) = 551.8 kJ/mol
HOMO = -8.8 eV
E = -21194.7835 eV
Total charge = 0



2.
Molecular formula: C5H17N2O
Method: DFT, the ωB97M-V functional and the def2-TZVPD basis

Positions of all 25 atoms, in Å:
C1 -2.316627 -0.104675 1.208398
C2 -1.143331 0.727404 0.707126
C3 -0.566306 0.189645 -0.592736
C4 0.648155 0.979378 -1.089754
C5 1.207992 0.487083 -2.425468
N1 1.526957 -0.942155 -2.369051
N2 -0.016218 0.737822 1.782805
H1 -3.237251 0.467329 1.188107
H2 -2.410715 -1.007677 0.626271
H3 -2.147855 -0.463222 2.231547
H4 -1.350605 1.777063 0.570864
H5 -0.246485 -0.844316 -0.504246
H6 -1.361855 0.322601 -1.319996
H7 0.388198 2.036771 -1.224433
H8 1.445180 0.962581 -0.337635
H9 2.062207 1.123329 -2.656827
H10 0.450118 0.672038 -3.180927
H11 2.509775 -1.131300 -2.200632
H12 1.252895 -1.365340 -3.243105
H13 0.536402 -0.107756 1.614181
H14 0.525042 1.577982 1.558195
H15 -0.399898 0.922780 2.712908
H16 0.259605 -2.820941 2.392519
H17 1.660989 -2.210351 2.291248
O1 0.723636 -1.986079 2.260630

Forces on atoms 1 to 6 (eV/Å):
C 0.2775 0.0932 0.5696
C 0.4771 -0.6286 0.2691
C 0.7585 0.8732 0.0055
C -0.1349 0.4188 0.0885
C 0.0888 -0.1037 0.7089
N -0.1830 0.2464 -0.1195

## Properties
Relative energy (zero: lowest compared OMol25 entry of this formula, charge and spin) = 43.3 kJ/mol
HOMO = -12.5 eV
E = -10482.4854 eV
Total charge = +1



3.
Molecular formula: C5H17N2O
Method: DFT, the ωB97M-V functional and the def2-TZVPD basis

Positions of all 25 atoms, in Å:
N1 0.175526 1.281013 0.560703
C1 -0.643928 0.824666 -0.644274
C2 0.341520 0.015923 -1.460704
C3 0.242821 -1.430002 -1.283268
C4 0.988856 -1.922122 0.047927
C5 -2.004943 0.427012 -0.139503
N2 -2.466188 1.547498 0.748204
H1 1.052369 1.765601 0.237212
H2 -0.315753 1.816450 1.218321
H3 0.443222 0.409503 1.098174
H4 -0.689381 1.756832 -1.383362
H5 1.288176 0.643480 -1.327682
H6 0.098844 0.197753 -2.529124
H7 0.722257 -2.018873 -2.078099
H8 -0.747288 -1.836550 -1.326031
H9 1.269130 -3.073892 0.120828
H10 0.382000 -1.786093 0.935986
H11 2.073975 -1.681716 0.078186
H12 -2.656876 0.185539 -1.110276
H13 -2.162276 -0.370423 0.576441
H14 -2.911554 2.224923 0.153914
H15 -3.070539 1.259793 1.478970
H16 3.225720 0.498888 2.294320
H17 2.820713 -0.849134 2.016379
O1 2.543596 0.113932 1.716757

Forces on atoms 1 to 6 (eV/Å):
N 1.9597 -1.8696 -0.7447
C 1.1415 2.9567 -1.0541
C -0.5876 1.7027 -1.8836
C 3.1767 -3.2982 1.7348
C 0.8632 -3.0258 -1.0639
C -2.2350 0.3876 -0.8286

## Properties
Relative energy (zero: lowest compared OMol25 entry of this formula, charge and spin) = 216.0 kJ/mol
HOMO = -13.9 eV
E = -10480.6963 eV
Total charge = +1



4.
Molecular formula: C5H17N2O
Method: DFT, the ωB97M-V functional and the def2-TZVPD basis

Positions of all 25 atoms, in Å:
N1 1.298134 -1.421880 1.156895
C1 0.361782 -0.624849 0.230005
C2 -1.172358 -0.615963 0.783917
C3 -1.288739 0.398679 1.905402
C4 -2.027887 -0.022505 -0.343790
C5 0.966636 0.872514 0.029183
N2 2.239895 0.531213 -0.720362
H1 2.331966 -0.963567 0.920282
H2 1.351754 -2.364377 0.902396
H3 1.016535 -1.283897 2.204134
H4 0.296708 -1.076031 -0.877376
H5 -1.541918 -1.516397 1.049508
H6 -2.306655 0.664707 2.560740
H7 -1.402462 1.346974 1.405783
H8 -0.489875 0.370957 2.524190
H9 -3.061554 0.066413 -0.338699
H10 -1.820209 -0.690559 -1.191975
H11 -1.663068 0.930788 -0.567886
H12 1.181972 1.491647 0.853802
H13 0.290743 1.274361 -0.650313
H14 2.039481 0.298726 -1.613799
H15 3.013225 1.166591 -0.642614
H16 -0.102200 -0.260425 -3.552997
H17 0.408068 1.098786 -3.211511
O1 0.080029 0.328091 -2.814914

Forces on atoms 1 to 6 (eV/Å):
N 1.5573 4.1982 0.7227
C -2.1205 0.7724 -0.5890
C 0.7604 3.9701 -0.8847
C -4.5653 1.5686 0.0797
C 2.2229 -2.6156 -1.4644
C 1.8747 -4.2311 -1.7685

## Properties
Relative energy (zero: lowest compared OMol25 entry of this formula, charge and spin) = 282.1 kJ/mol
HOMO = -13.5 eV
E = -10480.0105 eV
Total charge = +1